[1]
DFT (ωB97M-V/def2-TZVPD) results for C3H8N4O in the gas phase.

Positions of all 16 atoms, in Å:
H: -2.357 0.020 -2.641
N: -2.246 -0.119 -1.719
C: -0.997 -0.534 -1.619
N: 0.052 -0.266 -2.522
C: -0.585 -1.133 -0.112
N: 0.703 -0.641 0.248
C: 0.547 0.292 1.138
N: 1.405 1.080 2.035
O: 0.894 1.279 3.359
H: 1.019 -0.283 -2.117
H: -0.036 0.576 -3.316
H: -0.617 -2.234 -0.134
H: -1.473 -0.847 0.182
H: -0.426 0.890 1.532
H: 2.407 1.354 1.803
H: 1.711 0.566 3.882

Calculated values
2S+1: 1
SMILES string: [H]/N=C(\N)C/N=C/NO
E_tot: -11242.3674 eV
lowest unoccupied orbital energy: 0.27 eV
Kohn-Sham gap: 9.12 eV
HOMO: -8.9 eV
energy relative to the best compared isomer or geometry (same formula, charge and spin): 7.256 eV

=====

[2]
DFT (ωB97M-V/def2-TZVPD) results for 8 unconnected molecules or ions with the total composition C34H53F18NO13.

Positions of all 119 atoms, in Å:
C: 1.901 3.270 4.789
C: 1.526 1.716 4.920
C: 0.255 1.399 4.052
N: -0.153 0.024 4.163
C: -0.354 -0.363 5.649
C: -0.903 -1.804 5.857
C: -2.075 -2.061 5.013
C: -1.913 -1.743 3.553
C: -1.393 -0.264 3.326
C: 0.959 -0.730 3.636
H: 1.140 3.794 5.086
H: 2.420 3.615 3.696
H: 2.811 3.355 5.376
H: 1.280 1.528 6.048
H: 2.462 1.300 4.495
H: 0.362 1.566 2.886
H: -0.570 1.822 4.284
H: -1.220 0.471 5.904
H: 0.500 -0.279 6.152
H: -1.299 -1.893 6.878
H: -0.139 -2.522 5.679
H: -2.998 -1.391 5.319
H: -2.324 -3.088 5.089
H: -2.897 -1.812 3.081
H: -1.210 -2.440 3.087
H: -2.124 0.735 3.323
H: -1.008 -0.179 2.223
H: 1.910 -0.992 4.313
H: 1.481 -0.542 2.746
H: 0.655 -1.846 3.429
C: 0.137 1.244 -0.597
O: 0.612 0.657 0.572
H: -0.509 2.106 -0.138
H: -0.555 0.632 -0.973
H: 0.930 1.583 -1.018
C: -1.357 0.066 -4.223
C: -2.346 -0.823 -3.466
O: -3.614 -0.347 -3.813
C: -4.752 -0.789 -3.267
O: -4.790 -1.556 -2.341
C: -5.915 -0.038 -3.859
F: -6.604 -0.898 -4.669
F: -6.744 0.223 -2.815
F: -5.624 1.103 -4.557
H: -1.565 0.026 -5.433
H: -0.328 -0.254 -3.790
H: -1.436 1.073 -3.694
H: -2.139 -0.737 -2.439
H: -2.175 -1.957 -3.830
C: 0.061 5.149 -2.688
C: 0.651 4.061 -3.503
O: 0.043 4.120 -4.811
C: 0.180 3.117 -5.670
O: 0.905 2.091 -5.347
C: -0.583 3.158 -6.956
F: -1.262 4.383 -7.024
F: 0.211 2.964 -8.116
F: -1.535 2.244 -7.026
H: -0.847 5.323 -2.616
H: 0.475 6.171 -2.736
H: 0.245 5.001 -1.663
H: 0.383 3.062 -3.109
H: 1.877 4.152 -3.451
C: 3.295 0.718 -3.075
C: 2.546 -0.658 -2.921
O: 3.634 -1.691 -2.898
C: 3.215 -2.926 -2.767
O: 1.984 -3.207 -2.558
C: 4.246 -4.024 -2.770
F: 4.725 -4.255 -3.999
F: 5.319 -3.548 -2.080
F: 3.856 -5.168 -2.132
H: 2.643 1.609 -2.688
H: 3.636 0.893 -4.094
H: 4.122 0.710 -2.372
H: 2.015 -0.986 -3.879
H: 1.953 -0.668 -2.055
C: -3.691 2.632 -1.620
C: -3.614 1.855 -0.248
O: -4.668 1.001 -0.221
C: -4.994 0.083 0.885
O: -4.389 0.225 1.932
C: -6.269 -0.794 0.619
F: -7.032 -0.499 -0.448
F: -5.905 -2.048 0.628
F: -7.085 -0.527 1.670
H: -2.779 3.259 -1.590
H: -4.509 3.260 -1.611
H: -3.626 1.834 -2.419
H: -3.612 2.643 0.469
H: -2.664 1.159 -0.211
C: -1.947 -2.463 -0.080
C: -0.462 -2.628 0.108
O: -0.130 -4.001 0.162
C: 1.043 -4.380 0.448
O: 1.813 -3.700 1.159
C: 1.308 -5.829 0.047
F: 0.705 -6.795 0.810
F: 0.856 -5.938 -1.193
F: 2.668 -6.176 -0.043
H: -2.541 -2.952 0.650
H: -2.271 -2.576 -1.082
H: -2.062 -1.464 0.026
H: -0.241 -2.229 1.113
H: -0.035 -2.161 -0.728
C: 3.625 -0.814 0.501
C: 3.892 0.532 1.109
O: 5.260 0.447 1.669
C: 5.521 1.259 2.718
O: 4.840 2.160 3.135
C: 6.875 0.927 3.321
F: 6.927 1.426 4.554
F: 7.159 -0.374 3.412
F: 7.973 1.479 2.691
H: 2.854 -1.008 -0.219
H: 3.465 -1.556 0.872
H: 4.426 -1.096 -0.118
H: 3.214 0.748 2.108
H: 3.808 1.363 0.357

Calculated values
2S+1: 1
E_tot: -113126.2722 eV
lowest unoccupied orbital energy: 0.12 eV
Kohn-Sham gap: 6.64 eV
HOMO: -6.5 eV
energy relative to the best compared isomer or geometry (same formula, charge and spin): 0.528 eV

=====

[3]
DFT (ωB97M-V/def2-TZVPD) results for a molecular structure, C19H36AlAsBr2F15K2LiN2NaO7RbSi.

Positions of all 89 atoms, in Å:
C: 7.112 -0.556 2.458
C: 5.513 -0.830 2.119
N: 5.349 -1.539 0.802
C: 3.856 -1.718 0.589
C: 3.702 -2.926 -0.533
O: 3.385 -0.456 0.074
C: 2.001 -0.176 0.524
C: 2.121 0.853 1.733
C: 0.775 1.004 2.655
O: 0.746 2.314 3.280
C: 0.247 3.333 2.387
C: -0.719 4.413 3.139
F: -1.451 5.055 2.068
F: -0.003 5.380 3.893
F: -1.591 3.633 3.971
C: 1.258 0.380 -0.829
C: -0.375 0.411 -0.634
C: -1.002 -0.993 -0.100
O: -2.442 -0.982 -0.387
Si: -3.415 -1.178 1.053
C: -2.824 -0.169 2.571
C: -3.705 -2.991 1.594
C: -5.171 -0.472 0.606
C: 1.627 1.887 -1.201
O: 0.685 2.516 -2.154
N: 1.417 3.489 -2.807
O: 0.745 4.481 -2.803
O: 1.544 -0.665 -1.776
C: 1.640 -0.397 -3.163
C: 0.192 -0.401 -3.920
C: -0.463 -1.852 -3.670
O: 0.249 -2.941 -3.768
F: -1.854 -1.929 -3.379
H: 7.272 0.581 2.681
H: 7.775 -0.835 1.548
H: 7.398 -1.166 3.404
H: 4.974 -1.393 2.992
H: 5.022 0.234 1.980
H: 5.708 -2.498 0.931
H: 3.445 -2.014 1.619
H: 4.739 -3.365 -0.893
H: 3.206 -2.557 -1.511
H: 3.146 -3.823 -0.061
H: 1.587 -1.183 0.876
H: 2.584 1.884 1.469
H: 2.900 0.389 2.470
H: -0.186 0.711 2.109
H: 0.881 0.247 3.532
H: -0.393 2.893 1.545
H: 1.079 3.962 1.880
H: -0.588 1.337 0.074
H: -0.932 0.673 -1.638
H: -0.557 -1.903 -0.667
H: -0.750 -1.165 1.011
H: -3.671 -0.216 3.360
H: -2.657 0.957 2.365
H: -1.907 -0.672 3.059
H: -4.116 -3.589 0.691
H: -4.576 -2.979 2.363
H: -2.768 -3.490 2.040
H: -5.775 -1.189 -0.053
H: -5.791 -0.263 1.567
H: -5.089 0.565 0.084
H: 2.714 1.890 -1.609
H: 1.637 2.623 -0.306
H: 2.155 -1.330 -3.640
H: 2.333 0.469 -3.499
H: -0.465 0.500 -3.682
H: 0.435 -0.326 -5.053
Rb: 0.201 -5.268 -3.319
Br: 5.987 -1.367 -2.112
K: -2.383 1.024 -1.385
F: -5.321 2.642 2.177
As: -6.588 2.752 3.441
F: -5.743 4.154 4.170
F: -5.645 1.639 4.486
F: -7.869 2.862 4.717
F: -7.441 1.346 2.712
F: -7.535 3.870 2.391
Na: -9.251 3.432 3.197
Br: -8.228 5.602 0.534
K: 5.700 1.373 2.951
F: -2.528 0.426 -4.620
Li: 5.660 -3.947 -1.928
F: 0.957 -3.978 -10.580
Al: 0.212 -4.094 -8.971
F: 0.555 -2.612 -8.047
F: 0.886 -5.500 -8.104
F: -1.546 -4.293 -9.141

Calculated values
2S+1: 1
E_tot: -331683.5712 eV
lowest unoccupied orbital energy: -2.93 eV
Kohn-Sham gap: 2.50 eV
HOMO: -5.4 eV